C6H10Cl6O8S2 | the ωB97M-V functional and the def2-TZVPD basis

Computed properties:
**SMILES**: O=S1(=O)OCCO1.O=S1(=O)OCCO1.ClC(Cl)Cl.ClC(Cl)Cl
**LUMO level**: -0.15 eV
**Molecular weight**: 487.0 g/mol

```
32
C6H10Cl6O8S2 | OMol25 | the ωB97M-V functional and the def2-TZVPD basis
O -8.07841 -3.32396 -14.17331
S -9.08962 -3.94412 -13.38921
O -9.06937 -5.38824 -13.43025
O -8.94333 -3.42083 -11.87455
C -10.30295 -3.47200 -11.24471
C -11.16343 -2.92215 -12.35907
O -10.52520 -3.28955 -13.64014
H -10.48698 -4.48861 -10.93518
H -10.20361 -2.79848 -10.39664
H -11.25760 -1.82307 -12.28837
H -12.16805 -3.36042 -12.31922
O -7.34804 -0.82972 -18.04211
S -8.74709 -0.54150 -17.91763
O -9.46270 -0.54336 -19.14925
O -9.46344 -1.49211 -16.86436
C -9.66007 -0.72858 -15.60388
C -9.94489 0.64893 -16.05700
O -8.92093 0.82782 -17.15110
H -10.44096 -1.19879 -15.00034
H -8.72449 -0.73024 -15.03694
H -9.70009 1.36313 -15.26271
H -10.95533 0.61372 -16.48806
Cl -6.36902 -4.97572 -6.92505
C -7.85421 -4.79423 -7.84149
Cl -8.02683 -3.13730 -8.46069
Cl -9.24942 -5.16424 -6.84762
H -7.82986 -5.46967 -8.67333
Cl -6.47667 0.00671 -10.00642
C -6.98367 -0.85020 -11.42512
Cl -5.66351 -1.15225 -12.54083
Cl -8.46140 -0.16328 -12.10507
H -7.32512 -1.81508 -11.09383
```